(1)
DFT (the ωB97M-V functional and the def2-TZVPD basis) results for a 9-piece molecular cluster, C36H63N9 overall in a non-equilibrium geometry.

Geometry as ORCA input:
```
! wB97M-V def2-TZVPD RIJCOSX def2/J DEFGRID3
* xyz 0 1
C -3.89 -3.05 -5.88
C -2.53 -3.08 -6.64
C -1.28 -3.25 -5.81
C -0.99 -2.28 -4.82
N -0.82 -1.47 -4.05
H -4.20 -3.95 -5.35
H -4.77 -2.89 -6.50
H -3.90 -2.26 -5.12
H -2.57 -2.22 -7.30
H -2.52 -3.93 -7.33
H -0.43 -3.32 -6.49
H -1.22 -4.20 -5.28
C -0.76 5.09 1.08
C 0.14 4.12 1.77
C 1.03 4.62 2.93
C 0.32 5.57 3.85
N -0.18 6.27 4.62
H -1.62 5.34 1.70
H -1.14 4.70 0.13
H -0.40 6.06 0.76
H 0.67 3.45 1.09
H -0.58 3.39 2.16
H 1.89 5.14 2.50
H 1.47 3.76 3.43
C 2.53 -2.73 3.62
C 2.20 -3.03 5.04
C 1.42 -4.34 5.40
C 2.07 -5.46 4.76
N 2.55 -6.33 4.27
H 1.66 -2.47 3.02
H 2.89 -3.67 3.20
H 3.29 -2.01 3.30
H 1.60 -2.20 5.43
H 3.01 -2.91 5.76
H 0.45 -4.37 4.91
H 1.29 -4.61 6.45
C -3.44 -2.38 -1.45
C -4.66 -2.14 -0.50
C -6.00 -2.62 -1.00
C -6.53 -1.88 -2.18
N -7.02 -1.41 -3.08
H -3.12 -3.42 -1.47
H -2.61 -1.87 -0.97
H -3.63 -2.06 -2.48
H -4.73 -1.06 -0.39
H -4.37 -2.54 0.47
H -6.67 -2.50 -0.14
H -5.94 -3.65 -1.32
C -3.70 2.41 2.78
C -3.32 1.06 2.25
C -2.26 0.36 3.07
C -2.25 -1.11 2.81
N -2.33 -2.21 2.74
H -4.02 2.30 3.82
H -4.53 2.98 2.37
H -2.90 3.14 2.85
H -2.85 1.34 1.30
H -4.16 0.38 2.09
H -2.40 0.40 4.16
H -1.28 0.81 2.95
C 5.52 -3.24 1.37
C 5.82 -3.43 -0.20
C 4.85 -4.12 -1.07
C 3.45 -3.60 -1.27
N 2.39 -3.19 -1.39
H 4.48 -3.05 1.65
H 6.05 -2.33 1.64
H 5.88 -4.06 2.00
H 6.86 -3.71 -0.36
H 5.95 -2.43 -0.61
H 4.84 -5.12 -0.65
H 5.28 -4.12 -2.08
C -0.05 0.24 -0.68
C 1.17 -0.48 0.08
C 2.54 0.01 -0.51
C 2.70 1.40 -0.26
N 2.84 2.53 -0.13
H -0.35 0.06 -1.71
H 0.04 1.32 -0.60
H -0.96 0.06 -0.11
H 1.09 -1.57 0.01
H 1.31 -0.36 1.15
H 2.53 -0.06 -1.59
H 3.44 -0.42 -0.05
C -5.18 2.45 -4.56
C -3.83 2.86 -3.90
C -2.79 1.69 -3.81
C -2.63 1.11 -5.16
N -2.47 0.71 -6.25
H -5.69 1.63 -4.05
H -5.21 2.45 -5.65
H -5.85 3.26 -4.26
H -3.87 3.57 -3.08
H -3.39 3.47 -4.68
H -3.20 0.80 -3.34
H -1.79 1.90 -3.43
C 5.80 2.97 2.18
C 5.56 4.32 1.59
C 5.73 5.47 2.55
C 4.69 5.29 3.57
N 3.92 5.15 4.36
H 6.75 2.99 2.72
H 5.75 2.15 1.45
H 5.08 2.80 2.98
H 4.63 4.37 1.02
H 6.27 4.44 0.77
H 5.39 6.40 2.10
H 6.72 5.60 2.98
*
```

Summary:
- LUMO level: 0.2 eV
- HOMO level: -0.4073 hartree
- Energy above the lowest of the compared OMol25 structures with the same formula, charge and spin: 104.41 kcal/mol
- SMILES string: CCCC#N.CCCC#N.CCCC#N.CCCC#N.CCCC#N.CCCC#N.CCCC#N.CCCC#N.CCCC#N

Atomic partial charges in e from the Mulliken method, atoms 1 to 5: -1.02, -0.42, -0.50, 0.23, -0.37



(2)
DFT (the ωB97M-V functional and the def2-TZVPD basis) results for a 4-piece molecular cluster, C36H64BBrF5N2O19S overall in a non-equilibrium geometry.

Geometry as ORCA input:
```
! wB97M-V def2-TZVPD RIJCOSX def2/J DEFGRID3
* xyz 1 1
C 3.84 -3.59 3.33
C 4.59 -2.45 2.65
O 3.92 -2.04 1.43
B 3.25 -0.91 1.36
O 2.60 -0.31 2.39
N 3.17 -0.28 -0.10
C 4.59 0.00 -0.62
C 5.71 0.02 0.40
C 6.98 0.59 -0.29
C 7.28 2.00 0.17
O 7.97 1.92 1.43
C 8.42 3.12 1.89
O 7.69 4.03 2.16
C 2.45 1.07 -0.07
C 2.98 2.15 0.86
C 2.53 3.52 0.33
C 2.58 4.57 1.43
Br 3.79 4.02 -1.09
C 0.94 0.79 -0.07
C 0.13 1.16 1.17
C -1.41 1.21 1.01
C -1.89 1.40 -0.42
N -2.70 0.42 -1.01
O -1.58 2.40 -1.02
C 0.82 -0.67 -0.64
C -0.04 -1.67 0.14
O 0.35 -1.76 1.50
C -0.66 -1.98 2.37
C -0.31 -1.64 3.78
O -1.73 -2.41 2.00
C 2.25 -1.05 -1.10
C 2.52 -0.56 -2.54
C 1.39 -0.73 -3.57
O 1.92 -0.97 -4.85
S 2.47 -2.90 -1.14
O 1.69 -3.33 -2.25
O 2.20 -3.46 0.14
C 4.25 -3.45 -1.54
F 4.18 -4.73 -1.18
F 5.15 -2.84 -0.77
C 4.77 -3.38 -3.02
F 5.32 -2.18 -3.22
F 3.82 -3.57 -3.90
F 5.70 -4.30 -3.16
H 4.46 -4.49 3.36
H 2.97 -3.84 2.73
H 3.52 -3.34 4.34
H 5.58 -2.78 2.32
H 4.75 -1.60 3.31
H 3.11 0.28 2.96
H 4.55 0.96 -1.13
H 4.85 -0.73 -1.39
H 5.94 -0.98 0.76
H 5.49 0.67 1.25
H 7.82 -0.07 -0.08
H 6.85 0.60 -1.37
H 7.88 2.55 -0.57
H 6.35 2.55 0.32
H 9.51 3.17 1.99
H 2.62 1.52 -1.04
H 4.07 2.18 0.86
H 2.60 2.06 1.88
H 1.55 3.47 -0.14
H 2.61 5.58 1.01
H 3.48 4.44 2.02
H 1.72 4.46 2.09
H 0.56 1.43 -0.86
H 0.43 2.17 1.45
H 0.38 0.55 2.03
H -1.90 0.36 1.49
H -1.75 2.09 1.55
H -2.26 -0.06 -1.78
H -3.02 -0.28 -0.34
H 0.19 -0.51 -1.52
H -1.07 -1.35 0.07
H -0.01 -2.66 -0.32
H -0.70 -2.41 4.44
H -0.79 -0.69 4.04
H 0.76 -1.54 3.91
H 2.85 0.48 -2.55
H 3.37 -1.10 -2.96
H 0.79 0.20 -3.60
H 0.71 -1.54 -3.32
H 2.28 -0.16 -5.21
C -4.47 -2.56 -0.55
C -4.55 -3.01 0.90
O -5.81 -2.66 1.50
C -6.84 -3.42 1.14
O -6.80 -4.37 0.39
O -7.93 -2.97 1.75
C -9.14 -3.66 1.42
H -4.67 -1.49 -0.62
H -3.47 -2.77 -0.94
H -5.20 -3.07 -1.17
H -3.80 -2.51 1.49
H -4.39 -4.09 0.98
H -9.03 -4.73 1.59
H -9.41 -3.48 0.38
H -9.91 -3.26 2.07
C 6.68 8.01 -6.79
C 5.71 6.93 -6.36
O 5.94 6.51 -5.00
C 5.50 7.35 -4.06
O 4.90 8.38 -4.24
O 5.82 6.84 -2.87
C 5.45 7.67 -1.76
H 7.70 7.67 -6.65
H 6.52 8.24 -7.85
H 6.53 8.92 -6.22
H 5.84 6.03 -6.95
H 4.67 7.25 -6.46
H 4.39 7.92 -1.80
H 6.04 8.58 -1.75
H 5.66 7.08 -0.87
C -16.44 -2.60 1.80
C -15.23 -3.26 1.19
O -14.06 -3.13 2.02
C -14.02 -3.95 3.07
O -14.83 -4.79 3.35
O -12.90 -3.69 3.75
C -12.75 -4.47 4.95
H -16.23 -1.56 2.04
H -17.28 -2.65 1.11
H -16.73 -3.11 2.72
H -14.95 -2.76 0.26
H -15.40 -4.31 0.97
H -12.84 -5.53 4.73
H -13.50 -4.18 5.68
H -11.76 -4.24 5.32
*
```

Summary:
- LUMO level: -2.4 eV
- HOMO level: -0.4319 hartree

Atomic partial charges in e from the Mulliken method, atoms 1 to 5: -1.10, -0.49, -0.16, -0.06, -0.45



Question: Which value of LUMO level does entry 2 give?
Answer: -2.4 eV



Question: The lowest HOMO level belongs to which entry?
Answer: C36H64BBrF5N2O19S